{"formula": "C6H6N2S2", "method": "the ωB97M-V functional and the def2-TZVPD basis", "lumo_ha": 0.0123, "smiles": "C/C=C1\\N=CS[C@@H]1N=C=S", "spin_multiplicity": 1, "homo_lumo_gap_ev": 9.152, "relative_energy_kj_mol": 23.5, "elements": ["S", "S", "N", "N", "C", "C", "C", "C", "C", "C", "H", "H", "H", "H", "H", "H"], "coordinates": [[2.6012, -2.1194, 2.9878], [1.1271, 2.4577, 0.7704], [0.1343, 1.1733, -1.2644], [1.2628, -0.1264, 1.6117], [0.3335, 0.8301, 1.1581], [-1.1824, -0.5539, -0.3147], [-1.4138, -1.3882, -1.5269], [0.7743, 2.2093, -0.9362], [1.8193, -0.9489, 2.2807], [-0.2749, 0.4173, -0.2004], [-0.6665, -2.1907, -1.4842], [-2.3931, -1.8604, -1.5175], [-1.2593, -0.8367, -2.4471], [-1.5131, -1.0193, 0.6113], [1.0856, 2.9504, -1.6484], [-0.4351, 1.0057, 1.9199]], "nbo_charge": [-0.03, 0.23, -0.43, -0.46, -0.19, -0.13, -0.65, -0.03, 0.27, 0.09, 0.23, 0.22, 0.23, 0.20, 0.21, 0.24]}